Below is BaF8N4O16S8 as an isolated structure, with properties calculated with wB97M-V/def2-TZVPD.

Structure (XYZ):
```
37
Properties=species:S:1:pos:R:3:lowdin_charge:R:1
Ba -0.17 0.00 0.22 2.013
N 2.13 0.80 -0.89 -0.466
S 3.47 1.52 -0.39 0.440
O 3.95 2.66 -1.09 -0.240
O 4.36 0.63 0.28 -0.271
F 2.75 2.17 0.91 -0.226
S 2.78 0.35 -2.38 0.483
O 3.75 -0.67 -2.39 -0.240
O 2.84 1.38 -3.34 -0.240
F 1.47 -0.44 -2.82 -0.214
N -0.59 -1.61 2.30 -0.489
S 0.73 -2.29 3.04 0.490
O 0.91 -3.68 2.96 -0.230
O 1.30 -1.54 4.10 -0.244
F 1.67 -1.77 1.82 -0.276
S -1.69 -2.32 3.22 0.445
O -1.68 -2.04 4.61 -0.256
O -2.07 -3.61 2.76 -0.252
F -2.94 -1.41 2.76 -0.200
N -1.18 -1.53 -1.53 -0.556
S -1.48 -3.17 -1.45 0.490
O -0.75 -3.98 -2.35 -0.236
O -2.81 -3.51 -1.12 -0.240
F -0.70 -3.33 -0.08 -0.200
S -1.78 -1.20 -2.97 0.451
O -3.19 -1.01 -3.07 -0.254
O -1.09 -1.70 -4.10 -0.253
F -1.20 0.31 -3.00 -0.221
N -0.94 2.49 0.18 -0.513
S -1.70 3.26 1.42 0.485
O -3.06 3.56 1.14 -0.257
O -0.92 4.11 2.24 -0.242
F -1.95 1.98 2.37 -0.220
S -0.26 3.77 -0.47 0.448
O 1.06 4.10 -0.07 -0.246
O -1.14 4.76 -0.99 -0.245
F 0.12 2.97 -1.83 -0.217
```

Values from the calculation:
Charge   -2
Kohn-Sham gap   10.2 eV
Highest occupied orbital energy   -5.914 eV
Multiplicity   1
Energy relative to the best compared isomer or geometry (same formula, charge and spin)   2.052 eV